{
  "formula": "C9H14ClN3OP",
  "method": "wB97M-V/def2-TZVPD",
  "elements": ["C", "C", "C", "C", "C", "C", "C", "C", "C", "N", "N", "N", "O", "P", "Cl", "H", "H", "H", "H", "H", "H", "H", "H", "H", "H", "H", "H", "H", "H"],
  "coordinates": [[5.192122, 0.828652, -0.096187], [4.749939, 0.090785, 1.047082], [4.336601, 1.066802, -1.100875], [3.387641, -0.378826, 1.092169], [2.972641, 0.643664, -1.099474], [2.641556, -0.061939, -0.023992], [-2.199667, -0.175828, -0.024619], [-3.143705, 0.957590, 2.125282], [-3.976628, -0.571785, -1.786591], [-3.189586, 0.458882, 0.787964], [-2.622805, -0.671322, -1.209492], [-0.897101, -0.340524, 0.424557], [-0.289714, -1.802566, -1.668087], [0.247584, -1.297887, -0.386633], [0.171562, -2.988828, 0.857575], [6.251410, 1.002937, -0.266439], [5.553978, 0.013735, 1.757456], [4.881176, 1.525678, -2.015607], [2.856171, -0.738580, 1.958842], [2.143750, 0.894660, -1.855825], [-2.736239, 0.272486, 2.892573], [-2.673374, 1.954084, 2.254904], [-4.236158, 1.180733, 2.390143], [-4.304383, 0.428217, -2.084449], [-3.916700, -1.280481, -2.618404], [-4.789559, -1.095499, -1.088788], [-3.896135, 1.072405, 0.377443], [-1.903919, -1.252948, -1.755682], [-0.610471, 0.265714, 1.115141]],
  "forces_ev_per_angstrom": [[-0.1, -2.2, 1.8], [-1.0, 0.7, -1.4], [-0.1, 1.3, -3.5], [1.2, 1.0, 0.1], [-0.9, 1.3, -2.2], [-1.3, -1.5, 0.9], [-2.5, 0.6, 0.2], [-0.7, 0.9, 2.4], [-1.2, -2.3, 1.6], [1.4, -0.4, -2.1], [1.3, 0.3, 0.9], [-2.9, -0.7, -2.5], [0.3, 0.8, -0.4], [2.4, -1.1, 1.4], [0.5, 0.8, -0.2], [-0.2, 0.3, 0.4], [-0.6, -0.7, 1.0], [-1.8, -0.6, 1.3], [0.5, -0.6, 0.2], [2.0, -0.4, 0.8], [-0.2, 0.2, -0.6], [0.2, -0.5, -0.3], [1.5, -0.6, -0.1], [0.3, -0.2, 0.1], [-0.3, 0.6, -0.2], [1.8, 1.4, -1.1], [0.5, -1.1, -1.2], [-0.8, 1.1, 1.0], [0.7, 1.5, 1.9]],
  "lowdin_charge": [-0.094, -0.012, -0.089, -0.061, -0.101, -0.067, -0.273, -0.106, -0.048, 0.008, 0.022, -0.073, -0.415, 0.451, 0.267, 0.120, 0.107, 0.153, 0.104, 0.144, 0.099, 0.093, 0.122, 0.087, 0.090, 0.139, 0.140, 0.117, 0.075],
  "charge": 1,
  "de_lowest_kj_mol": 152.3,
  "homo_lumo_gap_ev": [8.08, 8.09],
  "homo_ev": [-12.8299, -12.8302],
  "e_lumo_ev": [-4.7, -4.7]
}


{
  "formula": "C9H14ClN3OP",
  "method": "wB97M-V/def2-TZVPD",
  "elements": ["C", "C", "C", "C", "C", "C", "C", "C", "C", "N", "N", "N", "O", "P", "Cl", "H", "H", "H", "H", "H", "H", "H", "H", "H", "H", "H", "H", "H", "H"],
  "coordinates": [[-1.179214, -4.202281, -1.000129], [0.037965, -3.606734, -0.848107], [-2.346963, -3.550815, -0.640834], [0.223937, -2.497202, -0.039389], [-2.206299, -2.477408, 0.160781], [-0.930930, -1.897014, 0.474745], [0.460756, 2.104103, 0.403427], [-0.455250, 2.354513, -1.907388], [2.950217, 1.876028, 0.711304], [0.493394, 1.830835, -0.895949], [1.615805, 2.213116, 1.083574], [-0.666182, 2.492144, 0.942304], [-0.004598, 2.097892, 3.552657], [-1.177204, 2.194367, 2.697843], [-0.848866, -0.481729, 1.428101], [-1.176940, -5.135946, -1.576829], [0.992432, -4.165702, -1.007235], [-3.304707, -3.997462, -0.875276], [1.123928, -2.258027, 0.484125], [-3.046244, -1.798326, 0.367325], [0.002123, 2.321477, -2.872580], [-1.308188, 1.754240, -1.991233], [-0.713318, 3.323209, -1.643277], [3.333036, 2.455037, -0.162240], [3.745318, 2.154158, 1.473541], [3.132998, 0.795851, 0.495986], [1.139546, 1.032859, -1.087163], [1.553772, 2.507151, 2.022539], [-1.440324, 2.561663, 0.249380]],
  "forces_ev_per_angstrom": [[0.0, -0.8, -2.2], [2.6, -1.0, 1.5], [0.3, -1.6, 0.2], [-1.9, 0.8, 1.4], [0.3, 4.1, 0.6], [-0.9, -2.4, -1.8], [2.7, 1.2, -0.8], [1.5, -1.8, 0.6], [2.8, -0.3, -1.2], [1.3, -1.7, -1.0], [-0.9, -0.5, 0.1], [-2.6, 0.9, 1.8], [0.5, 0.0, -0.3], [-0.6, 0.6, -1.0], [0.1, 0.1, 0.5], [-0.3, 0.3, 0.4], [-1.1, 0.3, -0.5], [0.0, 0.3, 0.0], [0.9, 0.3, -0.6], [0.0, -0.8, 0.3], [0.6, 0.2, -0.4], [-1.5, -1.0, 0.1], [-0.4, 1.9, 0.3], [-0.7, -0.4, 0.2], [-1.6, -0.3, -0.3], [-0.4, 0.7, 0.2], [-0.7, 1.3, -0.5], [-0.6, 0.1, 1.2], [0.6, -0.3, 1.1]],
  "lowdin_charge": [-0.083, -0.094, -0.078, -0.114, -0.107, -0.646, -0.532, -0.007, -0.069, 0.050, 0.053, -0.123, -0.430, 0.921, 0.721, 0.122, 0.130, 0.121, 0.097, 0.109, 0.098, 0.075, 0.076, 0.103, 0.122, 0.100, 0.174, 0.101, 0.109],
  "charge": 1,
  "de_lowest_kj_mol": 0.0,
  "homo_lumo_gap_ev": 7.56,
  "homo_ev": -11.9991,
  "e_lumo_ev": -4.4
}


{
  "formula": "C9H14ClN5O4",
  "method": "wB97M-V/def2-TZVPD",
  "elements": ["C", "C", "N", "C", "C", "N", "N", "C", "O", "N", "C", "C", "Cl", "N", "O", "C", "O", "C", "O", "H", "H", "H", "H", "H", "H", "H", "H", "H", "H", "H", "H", "H", "H"],
  "coordinates": [[2.040956, 4.542534, -1.722412], [0.678672, 4.139662, -1.125957], [0.720840, 2.753640, -0.680103], [0.065504, 1.765240, -1.482570], [0.728780, 0.378966, -1.300560], [0.717961, -0.058221, 0.098692], [0.557085, -1.443878, 0.475087], [-0.561729, -2.233653, 0.280551], [-1.299213, -1.978057, -0.674000], [-0.692820, -3.426697, 0.990809], [-1.935690, -4.227636, 0.863641], [-3.065576, -3.586283, 1.705092], [-2.706925, -3.701270, 3.429938], [0.343850, -3.802088, 1.774832], [0.312826, -4.929408, 2.301222], [1.123076, 0.888772, 1.011609], [1.273246, 0.478050, 2.168356], [1.235863, 2.352962, 0.583324], [1.837370, 3.158419, 1.282083], [2.811733, 4.573364, -0.954910], [2.320161, 3.785561, -2.503765], [2.009023, 5.551542, -2.165637], [-0.105201, 4.301987, -1.889658], [0.431878, 4.790484, -0.252147], [0.195859, 1.997376, -2.545397], [-1.008408, 1.772131, -1.267897], [1.778567, 0.456265, -1.592321], [0.262186, -0.354371, -1.961051], [1.087577, -1.690293, 1.289484], [-1.756727, -5.254686, 1.207812], [-2.222494, -4.324319, -0.221276], [-3.988175, -4.147200, 1.489887], [-3.190055, -2.528893, 1.387242]],
  "forces_ev_per_angstrom": [[-0.1, -0.2, -0.5], [0.6, 1.0, 0.7], [0.4, -1.3, 1.9], [0.0, -1.1, -0.3], [-0.1, -0.2, -0.4], [-1.3, -0.1, -1.1], [0.7, 0.6, 0.8], [0.0, 2.3, -3.4], [-0.2, -0.5, 1.6], [-0.3, -1.5, 0.9], [-0.4, -0.1, -0.6], [0.1, -0.1, -1.5], [0.0, 0.2, 0.1], [0.6, -2.1, 1.2], [-0.6, 3.1, -1.7], [-1.0, -3.4, 2.6], [0.3, 1.8, -1.2], [0.9, 2.8, -1.6], [-0.9, -1.2, -0.4], [0.0, -0.2, 0.0], [-0.1, 0.8, 0.6], [-0.1, -0.4, 0.0], [0.2, -0.5, 0.5], [0.2, -0.5, -0.6], [0.0, 0.1, 0.1], [0.0, -0.4, -0.1], [0.0, 0.1, -0.3], [-0.1, 0.1, 0.4], [0.5, 0.3, 0.4], [0.3, 0.5, 0.1], [0.3, 0.5, 1.1], [0.3, 0.3, 0.2], [0.0, -0.7, 0.5]],
  "lowdin_charge": [-0.078, -0.207, -0.082, -0.144, -0.099, -0.014, 0.156, -0.440, 0.063, -0.053, -0.189, -0.579, 0.585, -0.003, -0.021, -0.301, 0.081, -0.293, 0.098, 0.067, 0.086, 0.074, 0.122, 0.131, 0.129, 0.134, 0.127, 0.121, 0.118, 0.110, 0.140, 0.079, 0.083],
  "charge": 0,
  "de_lowest_kj_mol": 0.0,
  "homo_lumo_gap_ev": 9.27,
  "homo_ev": -9.5657,
  "e_lumo_ev": -0.3,
  "smiles": "CCN1CCN(NC(=O)N(CCCl)N=O)C(=O)C1=O"
}


{
  "formula": "C9H14F2N4O7P",
  "method": "wB97M-V/def2-TZVPD",
  "elements": ["C", "N", "P", "O", "C", "N", "C", "N", "N", "H", "H", "H", "H", "H", "H", "H", "H", "C", "C", "O", "C", "O", "O", "F", "H", "H", "H", "C", "C", "O", "C", "O", "O", "F", "H", "H", "H"],
  "coordinates": [[0.745965, 3.567090, -3.295883], [-0.465001, 3.590357, -2.385693], [-1.817311, 4.600771, -2.882735], [-3.037967, 4.554379, -1.977463], [-0.391345, 2.830016, -1.284934], [-1.392907, 2.725909, -0.274534], [-0.912368, 1.831993, 0.710528], [0.355126, 1.359635, 0.303212], [0.675456, 1.964178, -0.866123], [0.708556, 4.562658, -3.858839], [1.707192, 3.616843, -2.681491], [0.711229, 2.674134, -3.989035], [-2.251691, 4.167534, -4.193624], [-1.288686, 5.935493, -3.003301], [-1.539787, 1.607816, 1.615900], [0.903546, 0.676771, 0.850965], [1.558949, 1.758616, -1.351813], [1.066811, -2.702650, 3.396940], [2.531478, -2.929774, 3.593869], [3.110415, -2.231162, 2.503631], [2.253012, -1.220707, 2.224231], [2.533463, -0.266331, 1.548171], [1.041701, -1.407334, 2.803090], [2.840324, -4.240397, 3.481299], [0.618978, -3.421994, 2.717549], [0.513217, -2.715910, 4.335163], [2.927952, -2.536745, 4.534125], [-0.670146, -2.416873, -0.802677], [-2.081439, -2.910920, -0.874504], [-2.198346, -3.713563, 0.284149], [-1.338161, -3.179499, 1.191390], [-1.361330, -3.425162, 2.361264], [-0.452317, -2.325774, 0.601601], [-2.268686, -3.691061, -1.962226], [0.044687, -3.121054, -1.236406], [-0.542912, -1.446304, -1.283999], [-2.837659, -2.120982, -0.851798]],
  "forces_ev_per_angstrom": [[0.0, 1.0, 0.0], [1.6, -0.2, -0.8], [-4.0, 0.2, 1.9], [2.9, 0.0, -1.6], [-1.1, -2.6, 4.7], [2.9, -1.7, 0.5], [1.2, 2.0, -4.5], [-3.9, 0.9, 2.1], [-1.0, 1.6, -1.8], [0.2, -1.6, 0.4], [-1.3, -0.2, -0.8], [0.1, 1.1, 0.8], [1.2, 0.1, 0.6], [0.3, -1.0, -0.1], [1.3, -0.1, -1.0], [0.8, 0.3, -0.6], [-0.7, 0.1, 0.6], [-0.4, -0.4, 0.6], [0.2, -0.8, 0.2], [-0.5, 1.0, 0.0], [0.0, -0.1, -0.1], [-0.6, -0.1, -0.1], [0.9, 0.5, -0.4], [0.1, 0.1, 0.0], [0.4, 0.0, 0.2], [0.0, 0.2, -0.2], [0.1, -0.1, -0.1], [0.7, 0.4, -0.4], [-0.4, -0.6, -0.6], [0.4, 0.8, 0.3], [-0.4, -0.6, 1.2], [-0.3, 0.2, -1.1], [-0.4, -0.2, 0.1], [-0.1, 0.1, 0.0], [-0.2, -0.1, 0.0], [0.0, 0.0, 0.2], [-0.1, -0.1, -0.1]],
  "lowdin_charge": [-0.065, -0.235, 0.747, -0.424, -0.279, 0.128, 0.007, 0.067, 0.111, 0.097, 0.107, 0.110, 0.046, 0.042, 0.160, 0.132, 0.179, -0.063, -0.301, 0.163, -0.526, 0.126, 0.067, 0.097, 0.115, 0.156, 0.181, -0.058, -0.317, 0.163, -0.511, 0.167, 0.049, 0.093, 0.154, 0.133, 0.179],
  "charge": 1,
  "homo_lumo_gap_ev": 10.15,
  "homo_ev": -13.5167,
  "e_lumo_ev": -3.4
}